Entry 1:
This record from the Open Molecules 2025 dataset describes a cluster of 2 separate species, C3H4N2S2 in total in a non-equilibrium geometry. The level of theory is ωB97M-V/def2-TZVPD.

Kohn-Sham gap (hartree): 0.290
Maximum force (hartree/bohr): 0.183
Multiplicity: 1
ΔE to the lowest compared entry with this formula, charge and spin (kJ/mol): 461.6
Total energy (Ha): -1022.43983

Atoms and positions in Å:
1 C -0.183083 0.473387 0.883253
2 C -0.247182 0.328362 -0.708135
3 C 0.803887 0.694853 -1.574485
4 H -2.284312 0.628718 1.048994
5 H -1.547819 0.256085 2.541544
6 H -1.162160 0.831671 -0.888268
7 H -1.485588 -1.675989 0.142580
8 N -1.290977 1.014821 1.351913
9 N 1.329568 1.206999 -2.566169
10 S 1.101242 0.073413 1.873775
11 S -0.853241 -1.609216 -0.995577

Cartesian forces, eV/Å:
3.7 -1.6 -1.4
-1.5 -2.8 3.3
3.5 3.9 -7.3
2.7 1.4 -0.7
1.5 3.4 -3.6
-0.5 0.7 -1.1
-0.4 0.0 1.0
-6.6 -3.8 5.5
-2.9 -3.6 6.6
-0.9 0.3 -1.4
1.4 2.0 -0.9

---

Entry 2:
This record from the Open Molecules 2025 dataset describes a structure of composition C35H47BCl2N8O4Ti in a non-equilibrium geometry. The level of theory is ωB97M-V/def2-TZVPD.

Total charge: +1
Kohn-Sham gap (spin up / spin down) (hartree): 0.276 / 0.260
Maximum force (hartree/bohr): 0.037
Multiplicity: 2
ΔE to the lowest compared entry with this formula, charge and spin (kJ/mol): 31.3
Total energy (Ha): -3895.60214

Atoms and positions in Å:
1 Ti -0.250201 -0.546465 -0.539112
2 C -2.942570 1.997703 3.627222
3 C -2.504271 0.822702 2.809437
4 C -2.950492 -0.471523 2.886382
5 C -2.285878 -1.192095 1.882665
6 N -1.477785 -0.354114 1.224282
7 N -1.598286 0.878653 1.812973
8 B -0.817304 2.125314 1.386699
9 N -1.054547 2.470775 -0.098903
10 N -0.844895 1.642380 -1.182008
11 C -1.126730 2.359993 -2.274707
12 C -1.556532 3.639583 -1.891276
13 C -1.500892 3.673025 -0.521007
14 C -1.845012 4.818106 0.379686
15 C -0.867801 1.925979 -3.714164
16 C 0.553868 1.369156 -3.848889
17 C -1.873997 0.880530 -4.204356
18 C -0.987003 3.149813 -4.628051
19 N 0.736415 2.042280 1.811746
20 N 1.682270 1.354192 1.105665
21 C 2.922502 1.472421 1.650865
22 C 2.723676 2.274787 2.760304
23 C 1.371636 2.609546 2.832841
24 C 0.695107 3.440884 3.868967
25 C 4.262873 0.904053 1.214644
26 C 4.878636 0.195148 2.435716
27 C 4.214024 -0.092260 0.058193
28 C 5.142317 2.096670 0.806161
29 C -2.538916 -2.681978 1.670223
30 C -1.612854 -3.414651 0.696304
31 C -3.990195 -2.846584 1.188264
32 C -2.382779 -3.378558 3.034950
33 H -3.727719 1.676256 4.308191
34 H -3.341805 2.796589 2.999580
35 H -2.132176 2.418070 4.222798
36 H -3.684785 -0.847509 3.583005
37 H -1.213007 3.040120 2.041394
38 H -1.852603 4.455708 -2.531510
39 H -2.190175 5.651373 -0.229197
40 H -0.983743 5.155941 0.958748
41 H -2.638767 4.557560 1.080822
42 H 0.722236 0.516229 -3.195830
43 H 1.297402 2.129770 -3.594279
44 H 0.730351 1.050766 -4.881329
45 H -1.773777 -0.053791 -3.662310
46 H -1.699817 0.674920 -5.264198
47 H -2.899449 1.242731 -4.093405
48 H -0.303213 3.947018 -4.325201
49 H -2.005780 3.547559 -4.635777
50 H -0.735820 2.858974 -5.650779
51 H 3.486447 2.590831 3.455213
52 H 1.445374 3.872829 4.527943
53 H 0.021279 2.831134 4.471549
54 H 0.110378 4.244839 3.421175
55 H 4.249809 -0.637368 2.764772
56 H 5.022831 0.873301 3.278279
57 H 5.857138 -0.201197 2.154797
58 H 3.561713 -0.940137 0.276810
59 H 5.224833 -0.476808 -0.091961
60 H 3.886277 0.369592 -0.871976
61 H 5.248524 2.818520 1.618822
62 H 4.728379 2.612862 -0.064056
63 H 6.137937 1.730119 0.544281
64 H -1.485180 -2.914738 -0.261939
65 H -2.051014 -4.390127 0.473902
66 H -0.635661 -3.588629 1.144895
67 H -4.116490 -2.460978 0.173907
68 H -4.693139 -2.322500 1.840920
69 H -4.254107 -3.907325 1.181325
70 H -1.397652 -3.173853 3.463725
71 H -2.481312 -4.459470 2.899840
72 H -3.145093 -3.061169 3.750036
73 Cl 2.228376 -2.963704 2.913584
74 C 2.243374 -3.309350 1.222813
75 C 3.043047 -4.360063 0.726386
76 C 3.057770 -4.647924 -0.604061
77 Cl 4.044012 -5.942379 -1.192050
78 C 2.263653 -3.901841 -1.509854
79 C 2.186569 -4.109404 -2.905222
80 C 1.365505 -3.322527 -3.662276
81 C 0.600596 -2.323770 -3.045158
82 N 0.655266 -2.099412 -1.750561
83 C 1.483620 -2.869318 -0.980280
84 C 1.473982 -2.550493 0.386670
85 O 0.675853 -1.557152 0.776506
86 H 3.643790 -4.940935 1.414699
87 H 2.774774 -4.897271 -3.359111
88 H 1.280828 -3.464069 -4.731056
89 H -0.076017 -1.713354 -3.624434
90 C -4.074384 -1.165795 -2.110974
91 C -2.656670 -1.649645 -2.106249
92 O -2.288645 -2.622557 -2.700629
93 O -1.819880 -0.855002 -1.378482
94 H -4.745956 -2.017945 -2.188695
95 H -4.215117 -0.540054 -2.994488
96 H -4.294353 -0.569988 -1.226459
97 O 1.623546 0.184640 -0.919233
98 N 1.063455 0.815837 0.023916

Cartesian forces, eV/Å:
-0.2 0.1 0.2
0.0 -0.1 -0.1
0.0 0.1 0.1
-0.2 -0.1 0.1
0.0 -0.1 0.1
0.0 0.4 0.2
0.2 0.0 -0.2
-0.2 0.0 -0.1
0.2 -0.1 0.1
-0.2 0.2 0.0
0.1 0.0 0.0
-0.1 0.1 -0.2
0.0 0.1 0.1
0.0 -0.1 -0.1
0.0 0.0 0.1
0.0 0.1 0.0
-0.1 0.1 0.0
0.0 0.1 -0.1
0.0 0.0 -0.1
-0.3 -0.2 -0.5
0.0 0.0 0.0
0.0 0.2 0.2
0.1 0.2 0.3
0.0 0.0 0.0
-0.1 0.0 0.0
0.0 0.0 0.0
0.0 0.0 0.0
0.1 0.0 0.0
0.0 0.0 -0.1
0.0 0.0 0.1
0.0 0.0 0.0
0.0 0.0 0.0
0.0 0.0 0.0
0.0 -0.1 0.0
0.0 0.0 0.0
0.1 0.0 -0.1
0.1 -0.1 -0.1
0.0 -0.1 0.1
0.0 0.0 0.0
0.0 0.0 0.0
0.0 0.0 0.0
0.0 -0.1 0.0
0.0 -0.1 0.0
0.0 0.0 0.1
0.0 -0.1 0.0
0.0 0.0 0.1
0.1 0.0 0.0
0.0 -0.1 0.0
0.1 0.0 0.0
0.0 0.0 0.1
-0.1 0.0 -0.1
0.0 0.0 0.0
0.0 0.0 0.0
0.0 0.0 0.0
0.1 0.1 0.0
0.0 0.0 0.0
-0.1 0.0 0.0
0.1 0.1 0.0
0.0 0.0 0.0
0.1 0.0 0.1
0.0 0.0 0.0
0.0 0.0 0.1
-0.1 0.0 0.0
0.0 0.0 0.0
0.0 0.0 0.0
-0.1 0.0 0.0
0.0 0.0 0.1
0.1 -0.1 -0.1
0.0 0.1 0.0
-0.1 0.0 0.0
0.0 0.1 0.0
0.1 0.0 -0.1
0.0 0.0 0.0
0.2 -0.1 0.3
0.1 0.0 0.2
0.1 -0.1 -0.1
0.0 0.0 0.0
0.0 -0.1 -0.3
0.1 -0.1 0.0
0.0 -0.1 -0.1
-0.1 0.0 0.1
0.1 -0.2 0.2
-0.1 0.1 -0.4
-0.3 0.3 0.2
0.3 -0.8 -0.1
0.0 0.1 0.0
0.0 0.0 0.0
0.0 0.0 0.1
0.0 0.0 0.0
-0.1 0.1 0.1
0.0 0.4 0.5
0.3 -0.1 0.0
-1.1 -0.9 -1.3
0.0 0.0 0.0
0.0 0.0 0.0
0.0 0.0 -0.1
0.4 0.2 -0.2
0.6 0.8 0.9

---

Entry 3:
This record from the Open Molecules 2025 dataset describes a structure of composition C35H36HgN5O7PS4. The level of theory is ωB97M-V/def2-TZVPD.

Total charge: -1
Kohn-Sham gap (spin up / spin down) (hartree): 0.221 / 0.274
Maximum force (hartree/bohr): 0.011
Multiplicity: 2
ΔE to the lowest compared entry with this formula, charge and spin (kJ/mol): 51.9
Total energy (Ha): -4243.41763

Atoms and positions in Å:
1 Hg 0.567111 0.584667 0.866904
2 C 1.258722 7.926702 1.023744
3 C 0.736106 6.604206 1.528332
4 C -0.384972 6.551025 2.349907
5 C -0.866202 5.338553 2.825225
6 C -0.218228 4.164593 2.478324
7 C 0.906639 4.196221 1.664197
8 C 1.371550 5.411405 1.190081
9 S -0.801942 2.617253 3.123055
10 O 0.368425 1.966218 3.662700
11 O -1.877912 2.930546 4.040311
12 N -1.273452 1.866014 1.801666
13 C -2.451463 1.174192 1.629369
14 C -3.648945 1.431515 2.339416
15 C -4.793537 0.757969 1.994111
16 C -4.775253 -0.164993 0.947340
17 C -3.566495 -0.363974 0.319920
18 N -2.433843 0.265187 0.641902
19 H 0.441246 8.619337 0.819207
20 H 1.838388 7.797227 0.109953
21 H 1.909576 8.396581 1.765685
22 H -0.892266 7.472144 2.617362
23 H -1.737406 5.285417 3.465326
24 H 1.415686 3.274334 1.408372
25 H 2.245839 5.434776 0.548624
26 H -3.637295 2.155847 3.137225
27 H -5.713797 0.955710 2.531678
28 H -5.660421 -0.705257 0.639604
29 H -3.494689 -1.062086 -0.510647
30 O 0.882540 -0.438753 -2.817620
31 S 1.878367 0.618316 -2.989597
32 O 3.004781 0.232705 -3.822367
33 O 2.266505 1.247397 -1.723791
34 C 1.038485 1.938984 -3.868646
35 C 1.728107 2.537107 -4.917050
36 C 1.148346 3.576311 -5.627775
37 C -0.126072 4.008110 -5.288815
38 C -0.801654 3.416076 -4.234037
39 C -0.235726 2.378686 -3.494712
40 P -1.104112 1.600583 -2.041214
41 C -2.440632 0.722473 -2.983885
42 C -3.541754 1.349633 -3.565503
43 C -4.505154 0.616759 -4.244727
44 C -4.384855 -0.761989 -4.359991
45 C -3.283814 -1.397381 -3.806557
46 C -2.323529 -0.659273 -3.127753
47 C -2.000907 3.062866 -1.358610
48 C -1.294840 4.247073 -1.135718
49 C -1.887614 5.323411 -0.494744
50 C -3.192687 5.227109 -0.031934
51 C -3.895525 4.045136 -0.214592
52 C -3.305195 2.974964 -0.873237
53 H 2.712401 2.162323 -5.161486
54 H 1.688212 4.049426 -6.438796
55 H -0.596054 4.812544 -5.842887
56 H -1.786221 3.783214 -3.975346
57 H -3.669445 2.420487 -3.472459
58 H -5.353334 1.128194 -4.683883
59 H -5.141945 -1.332952 -4.883611
60 H -3.169356 -2.470391 -3.906287
61 H -1.441404 -1.151904 -2.736950
62 H -0.262778 4.325215 -1.458098
63 H -1.321522 6.233818 -0.337009
64 H -3.649090 6.061192 0.487822
65 H -4.902277 3.943991 0.172353
66 H -3.868197 2.057808 -0.998428
67 C -3.044345 -3.802087 0.891693
68 O -2.320735 -2.971065 1.786260
69 C -1.208530 -2.308670 1.370782
70 O -0.564368 -1.675254 2.156430
71 N -0.914174 -2.470913 0.030178
72 N 0.142060 -1.711085 -0.460385
73 H -3.764524 -4.342146 1.500001
74 H -2.391741 -4.517012 0.387970
75 H -3.591125 -3.210955 0.150353
76 H -1.675071 -2.651395 -0.603935
77 H -0.147327 -1.000636 -1.125014
78 H 0.857102 -2.284266 -0.885296
79 S 3.209746 -0.660866 2.021544
80 C 3.841271 -1.382092 0.677108
81 N 4.008910 -0.843832 -0.531256
82 C 4.630981 -1.667045 -1.561285
83 C 4.412387 -3.114472 -1.143106
84 S 4.411231 -3.057251 0.677805
85 H 3.422642 -0.056443 -0.823178
86 H 5.700578 -1.444179 -1.606277
87 H 4.178994 -1.438701 -2.527004
88 H 5.203338 -3.774675 -1.492185
89 H 3.448182 -3.489159 -1.485860

Cartesian forces, eV/Å:
0.2 0.1 0.1
0.0 -0.1 0.1
0.0 0.1 0.0
0.0 0.0 0.0
0.0 0.0 0.0
0.0 0.1 0.0
0.0 0.0 0.0
0.0 0.0 0.0
0.1 0.1 0.1
-0.1 0.0 0.0
0.0 0.0 0.1
-0.1 -0.6 0.0
-0.1 0.3 0.0
0.0 0.0 0.0
0.0 0.0 0.0
0.0 0.0 0.0
0.1 0.1 0.0
-0.1 0.0 -0.1
0.0 0.0 0.0
0.0 0.0 0.0
0.0 0.0 0.0
0.0 0.0 0.0
0.0 0.0 0.0
0.0 0.0 0.0
0.0 0.0 0.0
0.0 0.0 0.0
0.0 0.0 0.0
0.0 0.0 0.0
0.0 0.0 0.0
0.1 -0.1 -0.2
-0.1 0.3 0.0
0.0 -0.1 0.1
0.1 -0.3 0.0
0.0 -0.1 0.0
-0.1 0.0 0.0
0.0 0.0 0.1
0.0 0.0 0.0
-0.1 0.0 0.0
0.1 -0.1 0.1
-0.2 0.2 -0.1
0.0 0.0 0.1
-0.1 0.0 0.0
0.0 0.0 0.0
0.0 0.1 0.0
0.0 0.0 0.0
0.1 0.0 0.0
0.0 -0.1 -0.1
0.0 0.0 0.0
0.0 0.0 0.0
0.0 0.0 0.0
0.0 0.0 0.0
0.0 0.0 -0.1
0.0 0.0 0.0
0.0 0.0 0.0
0.0 0.0 0.0
0.0 0.0 0.1
0.0 0.0 0.0
0.0 0.0 0.0
0.0 0.0 0.0
0.0 0.0 0.0
0.0 0.0 0.0
0.0 0.0 0.0
0.0 -0.1 0.0
0.0 0.0 0.0
0.0 0.0 0.0
0.0 0.0 0.0
0.0 0.0 0.0
0.1 0.0 0.0
-0.3 0.0 -0.2
0.1 -0.1 0.1
0.2 -0.1 0.3
0.0 0.2 0.0
0.0 0.0 0.0
0.0 0.0 0.0
0.0 0.0 0.0
0.0 0.0 0.0
0.0 -0.1 -0.1
0.0 -0.1 0.0
0.0 0.0 0.0
0.0 0.1 0.1
-0.5 -0.1 -0.3
0.0 0.0 0.0
0.0 0.0 0.1
0.0 0.0 0.0
0.2 0.3 0.2
0.0 0.0 0.0
0.0 0.0 0.0
0.0 0.0 0.0
0.0 0.0 0.0

---

Entry 4:
This record from the Open Molecules 2025 dataset describes a cluster of 2 separate species, CHINOS in total in a non-equilibrium geometry. The level of theory is ωB97M-V/def2-TZVPD.

Total charge: -1
Kohn-Sham gap (hartree): 0.271
Maximum force (hartree/bohr): 0.050
Multiplicity: 1
ΔE to the lowest compared entry with this formula, charge and spin (kJ/mol): 41.7
Total energy (Ha): -864.63862

Atoms and positions in Å:
1 C -0.146691 -0.154297 -2.182004
2 N 0.095027 0.251959 -1.098769
3 O -0.632064 -0.559612 -3.223797
4 S 0.810647 -0.080074 0.423602
5 I -0.261885 0.302159 3.948170
6 H 0.134967 0.239866 2.132798

Cartesian forces, eV/Å:
-2.0 -1.0 -1.2
0.2 0.2 0.2
1.4 0.9 1.4
0.6 -0.2 0.4
0.2 0.0 -0.6
-0.4 0.1 -0.1

---

- The highest total energy belongs to which entry?
  CHINOS

---

- Number 1 is which compound?
  C3H4N2S2

---

- Which value of ΔE to the lowest compared entry with this formula, charge and spin does entry 3 give?
  51.9 kJ/mol